Density functional theory data (the ωB97M-V functional and the def2-TZVPD basis) for C2H2O2 in the gas phase.

- Energy above the lowest of the compared OMol25 structures with the same formula, charge and spin: 2.3569 eV
- 2S+1: 1
- E_HOMO: -9.43 eV
- E_LUMO: 0.2 eV
- Max |F|: 0.81 eV Å⁻¹
- Frontier orbital gap: 9.583 eV
- DFT total energy: -227.7612 hartree

Each line ends with the natural charge from an NBO analysis.
Element x y z (Å)
O  -1.555  -0.656  0.673  -0.47
C  -0.582  0.013  0.769  0.67
C  0.858  -0.431  -0.982  0.12
O  0.136  0.475  -0.345  -0.53
H  -0.142  0.414  1.692  0.13
H  1.285  0.186  -1.808  0.08